A 2-piece molecular cluster, C4H6S2 overall at a distorted geometry. Source: OMol25; level of theory: the ωB97M-V functional and the def2-TZVPD basis.

Last column: Löwdin charge in e.
Element x y z (Å)
C  2.5807  1.3460  2.2221  -0.7438
C  -0.3221  -0.5172  -0.6915  -0.2748
C  -0.5078  -0.0722  0.5520  -0.3988
C  -1.2079  -0.3465  -1.8625  -0.0980
S  3.8367  0.8241  1.5162  0.5766
S  0.7709  -0.3772  1.9073  0.6705
H  0.5409  -1.0774  -0.9445  0.0828
H  -1.3526  0.6079  0.6715  0.0745
H  -1.4257  -0.9957  -2.6702  0.0685
H  -0.8291  0.6325  -2.1873  0.0947
H  -2.1529  -0.1792  -1.4659  0.0460
H  0.0689  0.1549  2.9527  -0.0981

Forces on the atoms, in the same order (eV/Å):
0.3 0.8 0.4
0.6 -1.7 0.7
0.8 0.0 0.0
0.4 2.7 0.9
0.5 -0.1 -0.3
-2.6 0.1 -1.2
1.1 -0.6 0.3
0.2 -0.3 0.8
1.1 -1.2 -0.5
-0.5 -0.1 -1.0
-2.1 0.8 0.6
0.3 -0.2 -0.7

Output
Highest occupied orbital energy in eV: -8.1
Multiplicity: 1
Total energy in eV: -25911.5154
Orbital gap in eV: 8.335
Lowest unoccupied orbital energy in Eh: 0.0084

=====

C18H37Cl2GaO12P as an isolated structure at a distorted geometry. Source: OMol25; level of theory: the ωB97M-V functional and the def2-TZVPD basis.

Last column: Löwdin charge in e.
Element x y z (Å)
C  0.4548  3.4517  -2.0208  -0.1319
C  0.1375  2.6141  -0.6876  -0.2858
C  1.4127  1.8225  -0.1061  -0.3862
C  2.1584  0.9121  -1.1892  -0.1603
Ga  0.8012  0.7343  1.5672  0.3089
C  -1.0515  1.3813  2.2964  -0.2423
C  -1.0569  2.8795  2.7726  -0.3101
O  -1.6373  3.1478  3.8579  -0.0784
C  2.1931  0.7057  3.0902  -0.6904
Cl  1.3637  1.2390  4.6625  0.4392
C  3.4994  1.6194  2.8217  -0.7146
C  4.8376  0.7483  2.6145  -0.1528
Cl  3.8035  2.7180  4.3018  0.4354
P  0.4248  -1.5211  0.8875  0.7578
O  -0.6752  -2.2214  2.0591  -0.4374
O  -0.6035  -1.3230  -0.5130  -0.4301
H  0.7858  2.8170  -2.8947  0.0559
H  -0.5481  3.9219  -2.3281  0.0590
H  1.1470  4.3389  -1.8331  0.0757
H  -0.7894  1.9688  -0.7759  0.0957
H  -0.1092  3.4049  0.1071  0.0798
H  2.1629  2.6407  0.1900  0.0739
H  3.2603  0.8578  -0.8685  0.0685
H  1.7896  -0.1572  -1.2447  0.0358
H  2.1652  1.3416  -2.2422  0.0524
H  -1.7839  1.1806  1.4382  0.0560
H  -1.2964  0.6641  3.1537  0.0485
H  -0.6187  3.7574  2.2047  0.1042
H  2.5715  -0.3733  3.1736  0.0461
H  3.4090  2.3337  1.9512  0.0669
H  5.0032  0.0730  3.5094  0.0755
H  5.7111  1.4862  2.5563  0.0678
H  4.7654  0.1408  1.6479  0.0842
H  -0.6440  -1.7134  2.8914  0.0227
H  -1.4515  -1.0264  -0.1076  0.0027
C  5.9584  -4.5605  3.5004  -0.0529
O  4.7273  -5.1586  3.8979  -0.0064
C  3.6504  -4.3816  3.6952  -0.6060
O  3.6581  -3.2738  3.2256  0.1192
O  2.5687  -5.0558  4.1080  -0.0032
C  1.3406  -4.3427  3.9492  -0.0444
H  6.7561  -5.2737  3.7088  0.0889
H  5.9553  -4.3474  2.4297  0.0978
H  6.1481  -3.6510  4.0738  0.0966
H  1.1551  -4.1217  2.8964  0.0795
H  1.3496  -3.4244  4.5399  0.0995
H  0.5353  -4.9796  4.3150  0.0931
C  -7.3031  -3.8004  -1.4130  -0.0568
O  -6.4337  -3.9861  -0.2997  -0.0070
C  -5.2067  -3.4638  -0.4682  -0.6086
O  -4.8168  -2.8805  -1.4471  0.1244
O  -4.4978  -3.7058  0.6404  0.0030
C  -3.1579  -3.2024  0.6051  -0.0482
H  -8.2604  -4.2598  -1.1664  0.0891
H  -7.4672  -2.7375  -1.6007  0.0965
H  -6.9019  -4.2914  -2.3018  0.0957
H  -3.1582  -2.1170  0.4983  0.0846
H  -2.5914  -3.6695  -0.2022  0.1053
H  -2.6816  -3.4545  1.5503  0.0794
C  -2.2158  5.7971  -4.9128  -0.0469
O  -1.5787  4.5434  -5.1465  -0.0040
C  -1.9110  3.9654  -6.3083  -0.6065
O  -2.6738  4.4105  -7.1288  0.1164
O  -1.2467  2.8049  -6.3982  0.0044
C  -1.5059  2.0747  -7.5946  -0.0489
H  -1.8721  6.1681  -3.9474  0.0922
H  -1.9366  6.5205  -5.6813  0.0962
H  -3.3000  5.6767  -4.8715  0.0983
H  -1.1987  2.6488  -8.4710  0.0959
H  -2.5618  1.8054  -7.6607  0.0976
H  -0.9172  1.1585  -7.5575  0.0939

Forces on the atoms, in the same order (eV/Å):
-1.6 0.2 0.2
1.1 0.9 0.4
-0.1 0.4 -0.8
0.8 0.1 0.4
-0.3 0.9 -0.2
0.2 0.5 -0.3
-2.6 -1.4 2.7
1.8 -0.1 -2.7
1.3 0.0 -0.2
0.0 -1.1 -0.9
0.5 -0.8 0.3
-0.4 0.8 0.1
0.6 -0.2 -1.1
-0.2 -0.9 -0.7
0.7 0.8 -0.2
-0.4 0.0 2.2
-0.2 0.8 1.1
1.4 -0.6 0.2
-0.6 -1.4 -0.2
1.2 0.6 -0.2
0.1 -1.1 -1.1
-1.0 -1.0 -0.4
-1.4 -0.1 -0.5
0.2 1.3 0.0
-0.1 -0.4 1.2
0.9 0.6 1.1
0.0 1.4 -1.0
-0.1 -1.1 0.1
-0.5 1.5 0.5
-0.2 -0.8 1.1
-0.3 0.7 -1.1
-1.1 -1.1 -0.1
0.1 0.8 1.4
-0.2 -0.1 -0.6
0.6 0.1 -0.8
0.3 0.1 -0.1
-0.1 0.0 0.0
-0.3 0.0 0.0
0.1 -0.3 0.1
0.4 0.0 0.0
-0.5 0.2 -0.2
-0.3 -0.1 0.1
-0.1 0.1 0.1
-0.1 0.0 -0.2
0.1 0.2 0.1
0.1 0.0 -0.2
0.3 -0.1 0.0
-0.2 0.0 -0.2
0.1 0.0 0.0
0.3 0.0 0.4
-0.2 -0.1 0.1
-0.5 0.0 -0.4
0.5 0.0 0.1
0.2 0.0 0.2
0.1 -0.1 -0.1
0.0 0.2 0.0
-0.1 -0.2 -0.1
-0.1 0.2 0.0
-0.3 0.0 -0.1
-0.1 0.4 0.2
0.0 -0.2 -0.3
0.2 -0.1 0.2
0.1 -0.1 0.1
-0.1 0.3 0.1
0.0 -0.3 -0.3
0.1 -0.3 -0.1
-0.1 -0.1 0.0
0.1 0.0 -0.2
-0.2 0.0 0.1
0.1 0.2 -0.1
0.0 0.2 0.2

Output
Highest occupied orbital energy in eV: -4.2
Multiplicity: 1
Net charge: -1
Total energy in eV: -130546.3041
Orbital gap in eV: 6.537
Lowest unoccupied orbital energy in Eh: 0.0848

=====

C30H34F3IrN6O8S2 as an isolated structure. Source: OMol25; level of theory: the ωB97M-V functional and the def2-TZVPD basis.

Last column: Löwdin charge in e.
Element x y z (Å)
Ir  0.1408  0.9892  -1.3158  1.2020
C  -4.1765  -4.0287  5.4597  -0.0754
O  -2.7721  -4.2143  5.4238  -0.0949
C  -1.9872  -3.1012  5.4758  -0.3168
C  -2.4721  -1.8033  5.4092  -0.0170
C  -1.5856  -0.7358  5.4603  -0.0091
C  -0.2234  -0.9570  5.5853  -0.2690
C  0.2554  -2.2599  5.6784  -0.0211
C  -0.6172  -3.3257  5.5994  -0.0024
N  0.6806  0.1239  5.8792  0.0737
N  0.8105  1.1037  5.1422  0.0792
C  0.1415  1.1751  3.8559  -0.2426
C  -0.8893  2.0431  3.6024  -0.0312
C  -1.3963  2.2449  2.3084  0.0187
C  -0.8050  1.6228  1.2211  -0.3446
O  -1.1724  1.7950  -0.0272  -0.2115
C  0.3006  0.7753  1.4876  -0.1365
N  0.9193  0.2669  0.3726  -0.0631
C  1.9680  -0.5128  0.4917  -0.1013
C  2.4816  -0.8460  1.7627  -0.0206
C  1.9011  -0.3413  2.8897  0.0177
C  0.7730  0.5116  2.7833  -0.0923
H  -4.6115  -5.0238  5.4704  0.0950
H  -4.5377  -3.4900  4.5794  0.0860
H  -4.4761  -3.4881  6.3606  0.0988
H  -3.5304  -1.6022  5.3307  0.1080
H  -1.9705  0.2724  5.4440  0.1105
H  1.3130  -2.4287  5.8369  0.1144
H  -0.2620  -4.3459  5.6658  0.1233
H  -1.3196  2.6009  4.4263  0.1170
H  -2.2216  2.9234  2.1398  0.1201
H  2.4127  -0.8663  -0.4253  0.1176
H  3.3466  -1.4909  1.8193  0.1126
H  2.3114  -0.5683  3.8666  0.1106
O  0.5453  -2.7594  -0.3128  -0.1286
N  -0.5507  -2.5226  0.3134  -0.2230
C  -0.7966  -3.2180  1.4539  -0.0108
C  -1.9573  -3.0617  2.1647  -0.0473
C  -2.9011  -2.1410  1.7331  -0.0619
C  -2.6312  -1.4130  0.5931  -0.0796
C  -1.4624  -1.6042  -0.1393  -0.5628
S  -1.2560  -0.7954  -1.6795  0.7405
H  -0.0031  -3.8989  1.7208  0.1342
H  -2.1084  -3.6562  3.0537  0.0930
H  -3.8229  -1.9919  2.2768  0.1025
H  -3.3153  -0.6651  0.2182  0.1132
C  1.0696  -2.3337  -3.3811  -0.0658
N  1.2536  -1.2378  -4.3186  -0.0567
C  1.0123  -1.5893  -5.7104  -0.1475
C  1.6879  -0.6166  -6.6476  -0.1473
C  1.3235  0.7894  -6.2304  -0.1389
N  1.6358  0.9908  -4.8223  -0.0644
C  2.0036  2.3481  -4.4817  -0.0215
C  1.4856  0.0187  -3.8962  -0.4356
O  1.6359  0.2497  -2.6514  -0.1685
H  1.8522  -3.0807  -3.5395  0.0987
H  0.0969  -2.7975  -3.5532  0.0870
H  1.0881  -1.9855  -2.3584  0.0178
H  -0.0678  -1.6177  -5.8915  0.1376
H  1.3931  -2.6003  -5.8640  0.1250
H  1.3756  -0.8048  -7.6745  0.1207
H  2.7718  -0.7424  -6.5950  0.1235
H  0.2643  1.0037  -6.4075  0.1357
H  1.9031  1.5171  -6.7995  0.1255
H  2.9276  2.6106  -5.0045  0.1011
H  2.1610  2.4207  -3.4168  0.0576
H  1.2103  3.0358  -4.7696  0.0910
C  3.2722  4.1988  -0.7607  -0.0595
C  2.7021  2.8014  -0.7195  -0.2658
O  1.2693  2.8367  -0.8968  -0.1737
H  4.3485  4.1690  -0.5911  0.0848
H  2.8180  4.8262  0.0061  0.0880
H  3.1011  4.6588  -1.7376  0.0826
H  2.8565  2.3319  0.2512  0.1168
H  3.1420  2.1571  -1.4838  0.1045
H  1.0206  3.5540  -1.4970  0.0842
F  -2.4359  5.1181  -3.2352  0.1514
C  -1.5786  4.2285  -2.7520  -0.6513
F  -1.7341  4.1513  -1.4311  0.1360
F  -0.3227  4.7025  -2.9665  0.0948
S  -1.7852  2.5801  -3.5557  0.5113
O  -3.0140  2.0752  -3.0393  -0.2543
O  -1.6549  2.8591  -4.9568  -0.2710
O  -0.5590  1.8825  -3.0768  -0.4787

Forces on the atoms, in the same order (eV/Å):
-0.4 0.1 -0.1
0.0 0.0 0.0
0.1 0.0 0.0
0.0 0.0 0.1
0.0 0.0 0.0
0.0 -0.1 0.0
-0.2 0.2 0.1
0.0 0.0 0.0
0.0 0.0 0.0
0.2 -0.1 0.0
-0.4 0.2 0.1
0.2 -0.1 0.1
0.0 0.0 0.0
0.0 0.0 0.0
0.0 0.1 0.0
0.0 0.0 0.0
0.1 -0.1 0.0
0.2 -0.1 0.1
-0.1 0.0 0.1
0.0 0.0 -0.1
0.0 0.0 0.0
0.0 0.0 -0.2
0.0 0.0 0.0
0.0 0.0 0.0
0.0 0.0 0.0
0.0 0.0 0.0
0.0 0.0 0.0
0.0 0.0 0.0
0.0 0.0 0.0
0.0 0.0 0.0
0.0 0.0 0.0
0.0 0.0 0.0
0.0 0.0 0.0
0.0 0.0 0.0
0.1 0.1 -0.1
0.1 0.0 -0.1
0.0 0.0 0.0
0.0 0.0 0.0
0.0 0.0 0.0
0.0 0.0 0.0
-0.1 0.1 0.0
-0.1 -0.1 -0.1
0.0 0.0 0.0
0.0 0.0 -0.1
0.0 0.0 0.0
0.0 0.0 0.0
0.1 -0.1 0.0
-0.1 0.1 0.0
0.0 0.0 0.0
0.0 0.0 0.0
0.0 0.0 -0.1
0.1 -0.1 0.1
0.0 0.0 0.1
-0.1 -0.1 -0.1
0.3 0.2 -0.1
0.0 0.0 0.0
0.0 0.0 0.0
0.0 0.0 0.0
0.0 0.0 0.0
0.0 0.0 0.0
0.0 0.0 0.0
0.0 0.0 0.0
0.0 0.0 0.0
0.0 0.0 0.0
0.0 0.0 0.0
0.0 0.0 0.2
-0.1 0.1 0.0
0.0 0.0 0.0
-0.1 0.0 0.0
0.1 0.0 -0.1
0.0 0.0 0.0
0.0 0.0 0.0
0.0 0.0 0.0
0.0 0.0 0.0
0.0 0.0 0.0
0.0 0.0 0.0
0.0 0.0 0.0
0.1 0.0 0.2
0.0 0.0 -0.1
0.0 0.0 -0.1
-0.1 0.2 0.0
0.0 0.0 0.0
0.0 0.0 0.0
0.1 -0.1 0.1

Output
Highest occupied orbital energy in eV: -7.4
Multiplicity: 1
Total energy in eV: -89643.5718
Orbital gap in eV: 7.228
Lowest unoccupied orbital energy in Eh: -0.0063

=====

- Which of these has the lowest lowest unoccupied orbital energy?
  C30H34F3IrN6O8S2

=====

- What is the formula in the third record?
  C30H34F3IrN6O8S2

=====

- Which value of orbital gap does entry 3 give?
  7.228 eV

=====

Copy entry 1 word for word.
A 2-piece molecular cluster, C4H6S2 overall at a distorted geometry. Source: OMol25; level of theory: the ωB97M-V functional and the def2-TZVPD basis.

Last column: Löwdin charge in e.
Element x y z (Å)
C  2.5807  1.3460  2.2221  -0.7438
C  -0.3221  -0.5172  -0.6915  -0.2748
C  -0.5078  -0.0722  0.5520  -0.3988
C  -1.2079  -0.3465  -1.8625  -0.0980
S  3.8367  0.8241  1.5162  0.5766
S  0.7709  -0.3772  1.9073  0.6705
H  0.5409  -1.0774  -0.9445  0.0828
H  -1.3526  0.6079  0.6715  0.0745
H  -1.4257  -0.9957  -2.6702  0.0685
H  -0.8291  0.6325  -2.1873  0.0947
H  -2.1529  -0.1792  -1.4659  0.0460
H  0.0689  0.1549  2.9527  -0.0981

Forces on the atoms, in the same order (eV/Å):
0.3 0.8 0.4
0.6 -1.7 0.7
0.8 0.0 0.0
0.4 2.7 0.9
0.5 -0.1 -0.3
-2.6 0.1 -1.2
1.1 -0.6 0.3
0.2 -0.3 0.8
1.1 -1.2 -0.5
-0.5 -0.1 -1.0
-2.1 0.8 0.6
0.3 -0.2 -0.7

Output
Highest occupied orbital energy in eV: -8.1
Multiplicity: 1
Total energy in eV: -25911.5154
Orbital gap in eV: 8.335
Lowest unoccupied orbital energy in Eh: 0.0084